{"formula": "C24H48Br8O12", "method": "ωB97M-V with the def2-TZVPD basis set", "fmax_ev_per_a": 3.65, "e_lumo_ev": 0.370, "homo_ev": -10.0, "homo_lumo_gap_ha": 0.3820, "smiles": "CCOC(=O)OC.CCOC(=O)OC.CCOC(=O)OC.CCOC(=O)OC.BrCCBr.BrCCBr.BrCCBr.BrCCBr", "species": ["C", "C", "O", "C", "O", "O", "C", "H", "H", "H", "H", "H", "H", "H", "H", "C", "C", "O", "C", "O", "O", "C", "H", "H", "H", "H", "H", "H", "H", "H", "C", "C", "O", "C", "O", "O", "C", "H", "H", "H", "H", "H", "H", "H", "H", "C", "C", "O", "C", "O", "O", "C", "H", "H", "H", "H", "H", "H", "H", "H", "Br", "C", "C", "Br", "H", "H", "H", "H", "Br", "C", "C", "Br", "H", "H", "H", "H", "Br", "C", "C", "Br", "H", "H", "H", "H", "Br", "C", "C", "Br", "H", "H", "H", "H"], "coordinates": [[4.20734, -4.27062, 4.39312], [4.06150, -3.02533, 3.59709], [2.58666, -2.83800, 3.66934], [2.18740, -1.69585, 3.15924], [2.94322, -0.80452, 2.85012], [0.87111, -1.64018, 3.10698], [0.36522, -0.28206, 3.03430], [3.54407, -5.04784, 4.08638], [4.07712, -4.11731, 5.48593], [5.24294, -4.59462, 4.34178], [4.33694, -3.08906, 2.54648], [4.59989, -2.23264, 4.12047], [-0.76325, -0.55842, 3.09037], [0.56620, 0.16964, 2.08553], [0.65686, 0.33414, 3.87867], [0.02629, 5.33213, 3.77322], [0.79445, 5.78346, 2.55899], [1.76938, 4.76012, 2.13237], [1.38811, 3.51494, 1.84772], [0.29228, 3.08697, 1.91875], [2.41727, 2.71140, 1.49855], [3.79490, 3.01396, 1.88184], [-0.78298, 4.71725, 3.50861], [-0.22164, 6.20262, 4.38531], [0.72347, 4.74957, 4.41250], [1.39431, 6.63042, 2.77458], [0.08390, 5.95105, 1.70072], [3.99297, 2.52771, 2.87582], [3.86132, 4.08269, 1.90374], [4.41870, 2.57259, 1.14833], [2.68643, 2.17080, -6.91950], [1.86034, 1.28830, -6.03329], [0.41584, 1.79462, -5.98543], [-0.35830, 1.11827, -5.12348], [-0.02182, 0.12851, -4.47737], [-1.59039, 1.68055, -5.20439], [-2.71328, 0.97963, -4.58785], [3.71581, 1.89852, -6.75021], [2.63707, 3.18762, -6.47722], [2.52921, 2.11996, -7.98489], [2.25023, 1.32125, -5.03788], [1.80700, 0.20996, -6.34540], [-3.45409, 1.74228, -4.24452], [-2.52159, 0.40486, -3.66048], [-3.05121, 0.32733, -5.34802], [-0.02062, 1.55979, -1.05464], [-1.22640, 0.69824, -0.70770], [-0.63487, -0.59469, -0.45235], [-1.29880, -1.33635, 0.42442], [-2.29911, -1.05107, 1.03108], [-0.70886, -2.53717, 0.43630], [-1.27849, -3.56095, 1.32634], [-0.34727, 2.42514, -1.58429], [0.55395, 1.03963, -1.81814], [0.56984, 1.71074, -0.15306], [-2.01282, 0.65165, -1.48261], [-1.64520, 1.10514, 0.26711], [-1.87391, -3.06827, 2.07582], [-0.30688, -4.01571, 1.69668], [-1.92490, -4.25193, 0.69292], [3.48890, -0.12666, -1.11867], [2.84544, -1.95888, -1.27812], [2.69052, -2.64478, 0.04046], [2.36525, -4.55312, -0.27029], [3.58996, -2.42749, -1.86357], [1.95817, -1.98079, -1.86748], [1.80962, -2.22709, 0.52418], [3.55864, -2.69576, 0.69233], [-4.23664, 3.38218, 0.15757], [-3.94400, 3.13207, 2.13987], [-3.05357, 1.88101, 2.47306], [-2.87759, 1.73695, 4.39744], [-4.95810, 2.97015, 2.51190], [-3.44242, 4.05356, 2.42776], [-2.06165, 2.05058, 1.98019], [-3.42977, 0.95946, 2.11626], [-4.95030, -0.80411, -1.44524], [-5.29602, -0.36901, 0.45174], [-6.34997, -1.32590, 0.96674], [-6.55416, -1.01175, 2.97867], [-5.62905, 0.69839, 0.45051], [-4.40497, -0.42517, 1.06312], [-6.04842, -2.37188, 0.91868], [-7.35322, -1.12959, 0.60465], [-1.08171, -6.19200, -2.18207], [-0.53231, -4.39978, -2.86354], [0.32603, -4.54283, -4.05453], [0.82084, -2.73532, -4.61797], [0.03659, -4.00667, -2.00244], [-1.48334, -3.89125, -3.01398], [-0.20811, -5.09417, -4.88523], [1.23257, -5.04118, -3.71681]]}